(1)
74
Properties=species:S:1:pos:R:3:forces:R:3:lowdin_spin:R:1 method="wB97M-V/def2-TZVPD" multiplicity=4 homo_lumo_gap_ha="0.3036 / 0.3101" e_tot_ha=-9474.51130 de_lowest_kj_mol=0.0 total_charge=+1 s2=3.77
V 1.389841 0.333425 0.360372 1.011 0.482 -1.547 2.650
C -0.309463 5.340672 -3.033591 0.044 -0.009 0.101 0.000
C 0.616470 5.030678 -1.913631 -0.086 -0.136 -0.100 0.001
N 1.565755 5.788970 -1.470969 0.171 -0.672 0.556 0.002
N 2.132955 5.016166 -0.470350 0.372 0.988 -0.093 0.005
C 1.550041 3.843589 -0.270807 0.220 -0.321 -0.060 0.008
S 2.055245 2.664509 0.848896 -0.124 0.481 0.016 0.017
N 0.578084 3.840740 -1.202918 -0.736 -0.328 -0.337 0.003
N -0.352205 2.814188 -1.312766 -0.041 0.323 0.171 0.010
H -0.144252 6.367546 -3.348359 0.008 -0.010 0.000 0.000
H -1.352955 5.226620 -2.733193 0.055 0.018 0.006 0.000
H -0.124772 4.674698 -3.878410 -0.005 0.000 0.039 0.000
H 2.913995 5.368643 0.054082 0.061 0.063 0.000 0.000
H -0.106470 2.184879 -2.067639 0.064 -0.124 -0.101 0.001
H -1.275529 3.200220 -1.437514 -0.196 0.068 -0.010 0.000
N 4.984003 0.455446 -1.455082 0.069 0.321 0.011 0.001
C 4.381389 -0.602703 -0.922793 -0.246 -0.160 0.249 0.008
S 3.761758 -0.454513 0.680902 0.202 -0.404 -0.262 0.015
N 4.342740 -1.691170 -1.690733 -0.290 -0.401 0.154 -0.001
C 3.707843 -2.967802 -1.500077 0.080 0.429 -0.038 0.000
C 3.719009 -3.644813 -0.292223 0.087 -0.025 0.089 0.000
C 3.131749 -4.899857 -0.217507 -0.020 -0.043 0.025 0.000
C 2.555470 -5.485879 -1.336218 -0.035 0.048 0.003 0.000
C 2.561404 -4.804300 -2.546452 0.005 0.043 -0.001 0.000
C 3.131967 -3.541437 -2.625892 -0.063 -0.050 -0.149 0.000
H 4.934931 1.312619 -0.935190 0.015 0.118 0.038 0.001
H 5.234000 0.501518 -2.428691 0.037 -0.011 -0.042 0.001
H 4.617831 -1.537005 -2.647088 0.100 -0.058 -0.141 0.000
H 4.199905 -3.215965 0.573382 -0.023 0.041 0.000 0.000
H 3.147118 -5.430439 0.727114 -0.012 0.018 -0.055 0.000
H 2.110747 -6.471167 -1.266051 0.034 0.042 -0.012 0.000
H 2.125299 -5.252464 -3.433179 0.042 0.051 0.097 0.000
H 3.135459 -3.003025 -3.570858 -0.027 -0.048 0.123 0.000
Cl -0.528520 -1.059681 5.105021 -0.371 -0.119 0.163 0.010
C 1.086838 -0.449219 4.826037 0.085 0.238 -1.126 0.010
Cl 2.303281 -1.622175 5.258308 0.306 -0.352 0.201 0.010
Cl 1.347293 1.070739 5.656510 0.022 0.295 0.186 0.010
C 1.220137 -0.194795 3.363374 -0.096 -0.098 0.969 0.129
N 1.308856 0.019656 2.242090 -0.072 -0.387 1.918 0.020
Br 1.396283 0.239110 -2.070682 0.185 -0.245 -1.057 0.050
C -4.084871 1.327509 -3.012923 -0.005 0.014 0.041 -0.001
C -3.078830 0.395100 -3.226277 0.052 -0.002 0.048 0.000
C -2.224745 0.035041 -2.188232 -0.182 0.103 -0.079 0.000
C -2.378586 0.598159 -0.923645 0.007 0.045 -0.071 0.003
C -3.383195 1.543467 -0.715504 -0.017 -0.057 -0.140 0.000
C -4.234255 1.902655 -1.755998 0.053 -0.054 -0.010 0.000
As -1.102401 0.162380 0.480379 -0.940 -0.103 -0.003 0.025
C -1.995926 0.876616 2.033308 -0.001 0.022 0.053 0.002
C -3.277247 0.463664 2.401871 0.060 0.169 0.163 0.000
C -3.889193 1.014508 3.518472 0.048 0.051 0.045 0.000
C -3.229090 1.987663 4.267608 -0.049 -0.068 -0.034 0.000
C -1.963520 2.413189 3.892730 0.040 -0.034 -0.049 0.000
C -1.345404 1.858487 2.773500 -0.182 0.022 0.170 0.001
C -1.299996 -1.767203 0.687547 -0.004 0.016 0.059 0.005
C -0.817137 -2.567963 -0.347236 -0.067 -0.174 0.172 0.001
C -0.906616 -3.951229 -0.260408 0.026 0.028 0.054 0.000
C -1.444761 -4.546052 0.872295 -0.007 0.013 0.031 0.000
C -1.876870 -3.754192 1.928781 0.009 0.022 -0.028 0.000
C -1.803393 -2.368875 1.839507 0.043 -0.130 -0.107 0.000
H -4.753631 1.602215 -3.820865 0.051 -0.013 0.057 0.000
H -2.948669 -0.052682 -4.205048 -0.020 0.018 0.067 0.000
H -1.435544 -0.673663 -2.383412 0.050 -0.052 -0.008 0.001
H -3.517089 2.000100 0.255047 0.016 0.020 0.048 0.000
H -5.021776 2.625389 -1.577751 0.036 -0.022 -0.009 0.000
H -3.800778 -0.278665 1.816839 -0.042 -0.073 -0.071 0.000
H -4.883673 0.689363 3.803699 0.073 0.031 -0.017 0.000
H -3.709756 2.416566 5.139931 0.033 -0.033 -0.067 0.000
H -1.453115 3.177493 4.468254 -0.032 -0.046 -0.043 0.000
H -0.361788 2.199719 2.476613 0.051 0.039 -0.030 0.001
H -0.353186 -2.126071 -1.216023 0.042 0.070 -0.145 0.000
H -0.541867 -4.560536 -1.076052 0.019 -0.021 -0.014 0.000
H -1.517851 -5.625298 0.937894 0.012 0.057 -0.003 0.000
H -2.281145 -4.213206 2.824862 0.041 0.031 -0.072 0.000
H -2.137621 -1.769868 2.673014 -0.043 0.044 0.010 0.000

(2)
76
Properties=species:S:1:pos:R:3:forces:R:3:lowdin_spin:R:1 method="wB97M-V/def2-TZVPD" multiplicity=2 homo_lumo_gap_ha="0.1656 / 0.0936" e_tot_ha=-5812.33009 de_lowest_kj_mol=535.3 total_charge=-2 s2=0.80
Ba 0.230232 1.773617 1.040154 4.667 0.007 -1.722 -0.001
C -0.819968 -1.790283 2.074954 -0.036 -0.183 -0.158 0.006
C -0.417368 -3.099783 1.410754 0.093 0.073 0.301 0.000
C 0.535532 -3.882583 2.319654 -0.194 -0.034 -0.195 0.004
C 0.140832 -2.950983 0.006554 -0.026 0.101 0.241 0.017
C -0.230568 -3.957583 -0.877246 0.188 -0.133 -0.274 0.001
C 0.138032 -3.935283 -2.206846 0.000 0.027 0.043 0.002
C 0.879832 -2.864483 -2.666846 0.001 -0.242 0.039 0.001
C 1.302632 -1.849383 -1.819346 0.182 0.272 0.048 0.017
C 2.064032 -0.709183 -2.463046 0.022 0.147 -0.044 0.001
C 3.316332 -0.247083 -1.716446 -0.175 -0.040 -0.066 0.007
C 1.106932 0.466117 -2.670846 0.104 -0.116 0.023 0.001
C 0.955832 -1.884983 -0.446446 -0.348 -1.283 -0.973 0.044
N 1.397732 -0.886183 0.416154 -0.031 0.424 0.282 0.443
C 2.452632 -1.115783 1.184654 0.608 -0.463 0.248 0.019
C 3.282832 -2.277583 1.128354 0.001 -0.018 -0.028 0.127
C 4.370232 -2.438683 1.955354 0.086 -0.366 -0.159 -0.007
C 4.715532 -1.472783 2.892854 -0.374 0.305 -0.112 0.159
C 3.946532 -0.312883 2.974154 0.123 0.166 0.246 -0.018
C 2.869032 -0.155783 2.143254 -0.816 1.418 0.093 0.125
F 2.125832 1.010017 2.229754 3.014 -2.464 1.218 0.030
H -1.516368 -1.972683 2.889454 0.005 0.034 0.109 0.001
H -1.321468 -1.131183 1.374654 -0.065 0.023 -0.061 0.000
H 0.044632 -1.267283 2.474154 0.033 0.121 0.169 0.002
H -1.327468 -3.706083 1.305754 0.143 0.115 -0.064 0.000
H 1.469832 -3.342283 2.439454 0.100 0.007 0.143 0.002
H 0.753532 -4.861883 1.894454 0.081 -0.126 0.020 0.000
H 0.079832 -4.014283 3.300154 0.008 -0.035 0.098 0.000
H -0.838668 -4.777783 -0.518446 -0.032 0.092 0.100 0.001
H -0.165968 -4.728183 -2.877346 -0.033 -0.019 -0.021 0.000
H 1.153432 -2.827083 -3.715046 0.058 0.129 0.008 0.001
H 2.383932 -1.068383 -3.453346 -0.080 0.002 0.195 0.000
H 3.040132 0.409617 -0.891846 0.181 0.098 -0.086 0.002
H 3.952232 0.313517 -2.399246 0.032 0.133 0.027 0.000
H 3.881532 -1.097883 -1.339246 0.143 -0.068 0.070 0.001
H 0.656932 0.733017 -1.712846 -0.062 0.080 -0.181 0.000
H 0.316732 0.208917 -3.374146 -0.138 0.001 0.016 0.000
H 1.652932 1.330117 -3.041146 -0.008 0.188 -0.007 0.000
H 3.038232 -3.043183 0.406254 -0.064 -0.017 -0.059 0.005
H 4.971332 -3.337783 1.880754 -0.063 0.006 -0.060 -0.004
H 5.562732 -1.611383 3.548454 0.032 0.021 0.013 0.010
H 4.189232 0.465917 3.684254 -0.116 0.077 -0.059 -0.004
O 2.348032 3.907917 -2.127046 0.309 0.115 -0.415 0.000
C 1.554332 3.501917 -1.280646 -0.041 0.605 -0.448 0.000
O 1.753032 2.667917 -0.360946 2.125 1.014 -1.944 0.001
C 0.116032 4.041717 -1.360046 0.375 0.246 -0.297 0.000
C -0.260068 5.016917 -2.277246 0.173 -0.029 0.072 0.000
C -1.582768 5.425317 -2.309046 -0.085 -0.174 0.072 0.000
C -2.485668 4.819417 -1.450946 0.122 0.012 -0.059 0.000
C -2.015368 3.851817 -0.576446 -0.725 0.272 -0.212 0.000
N -0.750468 3.487017 -0.523546 -0.352 0.764 -1.074 0.000
H 0.489232 5.433317 -2.933146 0.086 -0.023 -0.003 0.000
H -1.912368 6.194917 -2.996146 0.028 0.037 -0.027 0.000
H -3.526768 5.100017 -1.430046 -0.093 0.052 0.048 0.000
H -2.682368 3.342817 0.102754 -0.109 0.132 0.120 0.000
N -3.376868 -4.228383 -0.758046 0.040 -0.259 0.123 0.000
C -3.254068 -3.086583 -0.805746 -0.196 -0.724 -0.034 0.000
C -3.246868 -1.684783 -0.941946 0.006 1.176 -0.042 0.000
C -4.132868 -0.904483 -0.190046 0.027 0.075 -0.219 0.000
C -4.222368 0.443217 -0.473246 -0.056 -0.234 -0.182 0.000
C -3.431968 0.951117 -1.498946 -0.414 0.116 0.088 0.000
N -2.558468 0.230917 -2.181046 0.301 0.159 -0.340 0.000
C -2.445568 -1.050683 -1.896246 -0.136 -0.397 0.207 0.000
H -4.727068 -1.356083 0.590154 -0.007 0.006 0.067 0.000
H -4.871268 1.085317 0.103754 0.046 0.075 0.022 0.000
H -3.488768 1.991717 -1.789246 -0.069 0.083 0.116 0.000
H -1.703368 -1.604683 -2.456146 0.044 -0.190 -0.021 0.000
Cl -1.912668 3.904617 4.976554 -0.110 0.065 0.363 0.000
Ge -1.404068 3.853917 2.753054 -0.538 1.906 0.019 0.000
Cl 1.166632 4.036417 2.716454 1.654 0.534 0.601 0.001
Cl -2.689168 5.827417 1.977654 -0.320 0.402 0.082 0.000
O -3.062568 0.247817 2.653254 -0.095 -0.793 0.078 0.000
S -2.227668 1.292117 2.129354 -3.979 0.314 2.400 0.000
O -2.983868 2.603217 2.179754 -0.114 -1.027 -0.077 0.000
O -0.975368 1.500817 2.908554 -2.137 -1.193 2.858 0.000
O -1.836468 1.063817 0.739954 -3.004 -1.575 -1.365 0.000